Entry 1:
ORCA calculation (wB97M-V/def2-TZVPD) on the molecule C7H12O at a distorted geometry.

Calculated values
Orbital gap ... 10.385 eV
E_HOMO ... -9.460 eV
Molecular weight ... 112.172 g/mol
SMILES ... C=C(C)CCCC=O
Total energy ... -349.109190 Ha
Energy above the lowest of the compared OMol25 structures with the same formula, charge and spin ... 1.0736 eV

```
! wB97M-V def2-TZVPD RIJCOSX def2/J DEFGRID3
* xyz 0 1
C 1.53303 -1.31118 1.11713
C 0.21159 -1.36146 0.96684
C -0.65086 -1.99903 2.01830
C -0.48804 -0.59490 -0.16502
C 0.04504 0.81888 -0.38653
C -0.20306 1.35498 -1.79085
C 0.07129 2.84448 -1.92856
O 0.03557 3.44433 -2.96228
H 1.92124 -1.73833 2.04137
H 2.30120 -1.03505 0.40921
H -0.32587 -1.79225 3.03870
H -1.67995 -1.63935 1.94523
H -0.69883 -3.08240 1.94506
H -0.69280 -1.20525 -1.04720
H -1.48556 -0.44381 0.24956
H -0.40863 1.51083 0.32981
H 1.11444 0.84689 -0.22048
H 0.42296 0.82963 -2.51482
H -1.23877 1.22822 -2.11638
H 0.21601 3.32476 -0.92909
*
```


Entry 2:
ORCA calculation (wB97M-V/def2-TZVPD) on a cluster of 2 separate species, C7H12O in total at a distorted geometry.

Calculated values
Orbital gap ... 9.793 eV
E_HOMO ... -8.957 eV
Molecular weight ... 112.172 g/mol
SMILES ... C=CC(=C)/C=C/C.O
Total energy ... -349.078431 Ha
Energy above the lowest of the compared OMol25 structures with the same formula, charge and spin ... 1.9106 eV

```
! wB97M-V def2-TZVPD RIJCOSX def2/J DEFGRID3
* xyz 0 1
C -2.83822 0.52627 -0.64949
C -1.82323 -0.17068 -1.14195
C -0.42347 0.34418 -1.13883
C -0.11304 1.62468 -1.31662
C 0.59619 -0.71185 -0.87386
C 0.70868 -1.23309 0.34790
C 1.62167 -2.36689 0.70522
H -3.78802 0.03425 -0.48047
H -2.82359 1.57568 -0.39213
H -1.90869 -1.20113 -1.46281
H -0.81189 2.34354 -1.73265
H 0.83006 2.06461 -1.12626
H 1.19671 -1.16524 -1.65140
H 0.17742 -0.74572 1.16055
H 2.17519 -2.75657 -0.12960
H 2.35171 -2.02115 1.44058
H 1.06548 -3.15025 1.22159
O 1.48208 1.67587 2.87193
H 1.62745 0.80904 2.49072
H 1.52582 2.33520 2.17746
*
```


Entry 3:
ORCA calculation (wB97M-V/def2-TZVPD) on the molecule C7H12O at a distorted geometry.

Calculated values
Orbital gap ... 9.386 eV
E_HOMO ... -8.463 eV
Molecular weight ... 112.172 g/mol
SMILES ... C=C/C=C/CCCO
Total energy ... -349.104273 Ha
Energy above the lowest of the compared OMol25 structures with the same formula, charge and spin ... 1.2074 eV

```
! wB97M-V def2-TZVPD RIJCOSX def2/J DEFGRID3
* xyz 0 1
C -0.54045 3.39841 1.88713
C -0.65159 2.43234 0.97389
C -0.48697 1.00496 1.29138
C -0.46518 0.08023 0.33384
C -0.23634 -1.39232 0.61779
C 0.81724 -2.02291 -0.31053
C 0.38445 -1.94668 -1.77216
O 0.83705 -0.73956 -2.38573
H -0.38286 3.17565 2.93924
H -0.62485 4.44318 1.63474
H -0.82196 2.72510 -0.05974
H -0.43563 0.78968 2.35599
H -0.55601 0.35332 -0.70282
H 0.09184 -1.46882 1.65846
H -1.17947 -1.94462 0.54400
H 1.71095 -1.41697 -0.22254
H 0.93555 -3.07736 -0.03847
H 0.73941 -2.79627 -2.36704
H -0.71074 -1.94306 -1.81953
H 1.49127 -0.91600 -3.05996
*
```


Entry 4:
ORCA calculation (wB97M-V/def2-TZVPD) on the molecule C7H12O at a distorted geometry.

Calculated values
Orbital gap ... 10.165 eV
E_HOMO ... -9.184 eV
Molecular weight ... 112.172 g/mol
SMILES ... C/C=C/CCCC=O
Total energy ... -349.101893 Ha
Energy above the lowest of the compared OMol25 structures with the same formula, charge and spin ... 1.2722 eV

```
! wB97M-V def2-TZVPD RIJCOSX def2/J DEFGRID3
* xyz 0 1
C -2.04811 0.68976 -2.90013
C -0.75980 0.15866 -2.30800
C -0.28652 0.70604 -1.19033
C 0.97785 0.19128 -0.51943
C 0.74727 -1.11875 0.26972
C 1.22327 -1.07834 1.71629
C 0.26518 -0.33047 2.59094
O 0.16559 0.87113 2.63108
H -2.18523 0.34205 -3.92362
H -2.99731 0.40212 -2.44268
H -1.98666 1.77326 -2.80034
H -0.33474 -0.75347 -2.69699
H -0.67793 1.65995 -0.85559
H 1.76716 0.05602 -1.25713
H 1.20137 0.95606 0.19179
H -0.35192 -1.18776 0.25999
H 0.95992 -2.04623 -0.26084
H 2.23279 -0.65983 1.76283
H 1.35980 -2.08595 2.10912
H -0.41770 -0.90089 3.25191
*
```


Entry 5:
ORCA calculation (wB97M-V/def2-TZVPD) on the molecule C7H12O at a distorted geometry.

Calculated values
Orbital gap ... 10.243 eV
E_HOMO ... -9.375 eV
Molecular weight ... 112.172 g/mol
SMILES ... C[C@@]12CCC[C@]1(O)C2
Total energy ... -349.083687 Ha
Energy above the lowest of the compared OMol25 structures with the same formula, charge and spin ... 1.7676 eV

```
! wB97M-V def2-TZVPD RIJCOSX def2/J DEFGRID3
* xyz 0 1
C 1.33828 1.63367 -0.55485
C 0.36475 0.75651 0.23398
C -1.07939 1.17934 0.26511
C -1.98447 0.08563 -0.41335
C -1.14232 -1.23987 -0.14058
C 0.31026 -0.72974 -0.02580
O 1.32877 -1.56766 -0.44812
C 0.73075 -0.24211 1.30615
H 0.90796 1.75524 -1.54494
H 2.27539 1.05048 -0.73867
H 1.71753 2.52690 -0.02431
H -1.42568 2.05820 -0.23385
H -1.38994 1.38976 1.29887
H -2.87669 0.10516 0.16282
H -2.02520 0.45832 -1.45062
H -1.49659 -1.71661 0.71424
H -1.07849 -1.87940 -1.00832
H 1.58774 -1.12081 -1.31815
H 0.13236 -0.46449 2.17509
H 1.81438 -0.28209 1.52886
*
```


Entry 6:
ORCA calculation (wB97M-V/def2-TZVPD) on a cluster of 2 separate species, C7H12O in total at a distorted geometry.

Calculated values
Orbital gap (alpha / beta) ... 8.937 / 5.296 eV
E_HOMO (alpha / beta) ... -13.553 / -13.539 eV
Molecular weight ... 112.172 g/mol
Total energy ... -348.745565 Ha
Expectation value of S² ... 0.76
Energy above the lowest of the compared OMol25 structures with the same formula, charge and spin ... 1.2668 eV

```
! wB97M-V def2-TZVPD RIJCOSX def2/J DEFGRID3
* xyz 1 2
C 2.52790 1.19438 -0.04485
C 2.39600 1.89249 -1.15463
C 1.10882 -0.78957 0.31820
C 1.48231 0.44879 0.67996
C -2.40399 -2.32667 0.57484
C -1.32612 -1.39830 0.32531
C -0.06109 -1.45056 0.89887
H 3.47587 1.08046 0.47299
H 1.44401 2.01137 -1.65568
H 3.22914 2.50303 -1.47294
H 1.39946 -1.19395 -0.65286
H 1.10395 0.84948 1.59710
H -2.20252 -3.15642 1.25377
H -3.30240 -1.79384 0.92523
H -2.84267 -2.85520 -0.28950
H -1.55943 -0.52997 -0.28985
H 0.18362 -2.10166 1.74495
H -1.88019 2.16921 -0.49646
H -1.62773 2.85077 -1.77081
O -1.14494 2.59615 -0.96365
*
```


Entry 7:
ORCA calculation (wB97M-V/def2-TZVPD) on a cluster of 2 separate species, C7H12O2 in total at a distorted geometry.

Calculated values
Orbital gap ... 9.920 eV
E_HOMO ... -9.774 eV
Molecular weight ... 128.171 g/mol
SMILES ... CC1(C)CO1.C=CC=O
Total energy ... -424.263543 Ha
Energy above the lowest of the compared OMol25 structures with the same formula, charge and spin ... 3.6046 eV

```
! wB97M-V def2-TZVPD RIJCOSX def2/J DEFGRID3
* xyz 0 1
C -1.39805 -2.24103 -1.17237
C -0.97215 -0.86060 -0.77794
C -1.50674 -0.42594 0.50851
C -0.70274 0.13597 -1.87240
O 0.27888 -0.42536 -1.08727
H -2.30879 -2.58891 -0.66837
H -0.69947 -2.89002 -0.80164
H -1.63795 -2.34358 -2.25283
H -1.16920 0.51744 0.84675
H -1.22445 -1.29544 1.29157
H -2.48293 -0.21318 0.45474
H -0.77861 -0.23860 -3.02028
H -0.86872 1.20117 -1.71937
C 2.64197 0.57866 1.81355
C 2.01796 1.27640 0.84790
C 1.16380 2.44627 1.08557
O 0.93610 2.94869 2.15046
H 3.24433 -0.36596 1.57411
H 2.70796 0.90604 2.78834
H 1.79938 0.90475 -0.17151
H 0.95941 2.97322 0.18248
*
```


Entry 8:
ORCA calculation (wB97M-V/def2-TZVPD) on the molecule C7H12O2S at a distorted geometry.

Calculated values
Orbital gap ... 10.749 eV
E_HOMO ... -9.988 eV
Molecular weight ... 160.238 g/mol
SMILES ... CC[C@@]1(C)C=CCS1(=O)=O
Total energy ... -822.505201 Ha
Energy above the lowest of the compared OMol25 structures with the same formula, charge and spin ... 0.9287 eV

```
! wB97M-V def2-TZVPD RIJCOSX def2/J DEFGRID3
* xyz 0 1
C 2.17170 0.07288 0.67056
C 0.80617 0.82763 0.68749
C -0.05573 0.32040 -0.49064
C 0.32186 1.29669 -1.66403
C -0.04409 -1.13497 -0.73671
C -0.71292 -1.94761 0.06877
C -1.56749 -1.24035 1.02725
S -1.85152 0.30952 0.07284
O -2.65845 0.16243 -1.09054
O -2.34038 1.27984 0.98926
H 2.06205 -0.95551 0.78770
H 2.79520 0.47669 1.54668
H 2.59775 0.27038 -0.23974
H 0.92962 1.94534 0.71612
H 0.44070 0.70792 1.64132
H 0.13858 2.45651 -1.34219
H -0.34612 1.17686 -2.53128
H 1.38057 1.10662 -1.88296
H 0.48989 -1.50412 -1.53519
H -0.69778 -3.04066 0.09644
H -2.53388 -1.74227 1.16224
H -1.32572 -0.84421 2.04662
*
```